Formula: C11H20Br2Cl3N4O3PSSn
Source: the OMol25 dataset
Level of theory: ωB97M-V with the def2-TZVPD basis set

Orbital gap (Eh): 0.236
Total charge: +4
2S+1: 1
Electronic energy (eV): -227405.3008
Energy relative to the best compared isomer or geometry (same formula, charge and spin) (kcal/mol): 56.5

Structure (XYZ):
```
46
Properties=species:S:1:pos:R:3:mulliken_charge:R:1
Sn 0.455 0.729 0.830 0.918
Cl -5.769 -3.161 5.337 0.050
C -4.699 -2.568 4.234 0.841
C -3.544 -1.865 4.734 -0.717
C -2.675 -1.323 3.865 0.466
Cl -1.302 -0.481 4.369 -0.071
C -2.891 -1.440 2.379 0.022
O -2.163 -0.926 1.571 -0.313
C -4.092 -2.272 1.943 0.473
Cl -4.272 -2.505 0.298 -0.028
C -4.952 -2.785 2.851 -0.681
H -3.402 -1.798 5.805 0.490
H -5.818 -3.362 2.552 0.502
Br 1.673 -0.268 -1.927 -0.145
C 1.562 -2.206 -1.643 -0.445
Br 0.765 -2.584 0.053 -0.045
H 2.578 -2.581 -1.651 0.364
H 0.950 -2.624 -2.432 0.383
N -0.581 5.548 -0.345 -0.260
C -0.898 4.750 -1.579 -0.735
P 0.198 3.273 -1.725 0.993
O 1.582 3.708 -2.020 -0.882
O -0.087 2.411 -0.492 -0.443
C -0.395 2.445 -3.275 -0.892
N 0.683 2.621 -4.315 -0.213
H -0.620 4.970 0.498 0.303
H -1.239 6.327 -0.224 0.393
H 0.362 5.948 -0.404 0.369
H -0.717 5.407 -2.429 0.364
H -1.953 4.477 -1.548 0.421
H -1.326 2.865 -3.652 0.465
H -0.544 1.382 -3.095 0.367
H 0.405 3.263 -5.062 0.359
H 0.947 1.738 -4.758 0.356
H 1.511 3.029 -3.836 0.351
C 6.303 2.742 -0.041 -1.077
N 5.097 1.954 0.232 -0.112
C 4.177 2.300 1.102 0.746
N 4.278 3.424 1.793 -0.356
S 2.849 1.205 1.437 -0.389
H 6.872 2.238 -0.815 0.359
H 6.923 2.813 0.854 0.394
H 6.031 3.737 -0.395 0.371
H 4.988 1.057 -0.215 0.245
H 5.102 4.006 1.735 0.227
H 3.626 3.612 2.535 0.215
```